Density functional theory data (ωB97M-V/def2-TZVPD) for a 14-piece molecular cluster, C36H96F24N9O17P3 overall at a distorted geometry.

## Properties
**Frontier orbital gap**: 6.366 eV
**E_HOMO**: -6.662 eV

Geometry as XYZ:
```
185
Properties=species:S:1:pos:R:3:forces:R:3
C -30.595054 -7.419543 -0.379051 -0.13 -0.06 -0.28
C -29.835237 -7.459429 0.926419 1.55 -0.03 -0.78
C -30.429138 -8.206275 2.107018 -1.43 -0.12 -0.50
O -29.704360 -8.021917 3.225901 2.94 1.17 3.04
C -30.400663 -7.898933 4.466973 -0.15 0.17 -0.42
N -28.429240 -7.995313 0.546642 -1.76 -0.81 0.83
H -28.517115 -8.956994 0.250752 -0.01 -0.52 -0.38
H -28.135822 -7.518647 -0.294063 1.09 0.59 -1.19
H -27.781270 -8.010020 1.321244 0.37 0.54 0.11
H -30.586831 -8.378898 -0.896418 -0.51 -0.24 0.26
H -30.089656 -6.782406 -1.104805 0.16 0.20 0.21
H -31.589164 -7.006483 -0.208057 -0.11 -0.34 -0.07
H -29.578618 -6.428524 1.170296 -0.39 0.01 0.63
H -30.475128 -9.295192 2.091407 -0.65 -0.29 -1.54
H -31.408942 -7.766931 2.294310 -0.55 -0.18 -0.56
H -30.883828 -8.823086 4.784116 -0.18 -0.21 -0.31
H -31.137686 -7.103288 4.358111 -0.21 0.03 0.21
H -29.714193 -7.648349 5.275716 0.29 0.16 -0.38
C -25.315262 3.915601 -1.202864 -0.51 -1.46 -0.05
C -25.093196 2.527202 -1.914367 -1.77 0.80 -0.30
C -26.291662 1.483418 -1.934087 -1.67 0.87 0.24
O -27.537807 2.116398 -2.428094 2.46 1.28 -0.58
C -28.722944 1.451631 -2.173697 -0.54 -0.24 1.23
N -24.870629 2.782132 -3.393390 -0.08 -0.21 -0.41
H -24.981649 1.914556 -3.898446 0.56 -0.84 -0.13
H -25.579116 3.351843 -3.833376 -0.51 0.66 0.37
H -23.965553 3.182196 -3.595605 0.37 0.07 -0.05
H -25.299504 3.644070 -0.147337 0.27 0.44 0.17
H -26.281340 4.397167 -1.354153 -0.16 -0.44 -0.37
H -24.564582 4.656255 -1.478558 0.35 -0.29 0.22
H -24.146325 2.117377 -1.562814 -0.44 -0.45 0.01
H -26.546333 1.095226 -0.947909 0.60 0.07 0.25
H -26.167860 0.652749 -2.628899 0.88 -0.14 0.24
H -28.687643 0.387077 -2.405156 -0.03 -0.15 -0.43
H -29.544773 1.969611 -2.668064 0.22 -0.16 -0.43
H -28.961196 1.537095 -1.113493 -0.03 -0.15 0.41
C -31.663817 -0.566043 -0.934981 1.29 -0.20 -0.66
C -33.095291 -1.062027 -0.769088 0.11 0.42 1.37
C -33.490840 -2.371372 -1.457774 -0.92 0.62 0.01
O -34.925657 -2.549835 -1.316564 1.57 -0.11 0.17
C -35.311284 -3.762208 -1.926017 -1.37 -0.41 -0.44
N -33.357659 -1.257028 0.769619 -0.27 0.21 -1.48
H -34.266471 -1.685305 0.873274 -0.40 -0.72 0.13
H -32.659633 -1.826997 1.225678 0.37 -0.42 0.34
H -33.424476 -0.375028 1.257171 0.48 0.63 0.15
H -31.299961 -0.534039 -1.961953 -0.78 0.04 -0.46
H -30.872247 -1.187272 -0.515944 -0.48 -0.60 0.49
H -31.398628 0.408595 -0.525280 -0.83 0.07 0.12
H -33.802600 -0.257950 -0.972230 -0.01 -0.16 -0.52
H -32.899799 -3.175511 -1.019433 -0.19 -0.39 0.17
H -33.303015 -2.370908 -2.531468 0.45 0.37 -0.02
H -35.151358 -3.817952 -3.002778 0.96 0.29 -0.16
H -36.399578 -3.820463 -1.943994 -0.10 0.14 0.74
H -34.930759 -4.660367 -1.439588 0.24 0.13 0.14
C -22.349759 -1.319675 6.562795 0.56 0.41 -0.37
C -22.797972 0.080521 6.212364 -0.55 2.08 0.48
C -21.838052 0.952986 5.228375 -0.08 0.39 0.58
O -22.147776 2.353258 5.097485 -1.34 -1.22 -0.34
C -21.811184 3.203807 6.160035 0.98 -0.40 0.42
N -24.214510 0.067419 5.641445 1.28 0.29 -0.51
H -24.356402 0.951360 5.173877 -0.41 0.75 -0.79
H -24.252309 -0.672945 4.955499 -0.19 -0.65 -0.82
H -24.991724 -0.031960 6.278761 0.01 -0.45 0.61
H -21.459811 -1.265013 7.189768 0.53 0.10 -0.68
H -22.218337 -1.738410 5.565057 0.51 -0.93 0.25
H -22.966208 -1.947587 7.206075 -0.90 0.43 -0.39
H -22.946497 0.717585 7.084259 0.34 -0.08 0.27
H -21.787483 0.574247 4.207542 -0.51 -0.25 0.06
H -20.802392 0.955428 5.568223 0.05 -0.72 0.58
H -21.973929 4.237338 5.854395 -0.26 -0.23 0.04
H -20.751996 3.077859 6.384424 0.44 0.18 -0.08
H -22.282721 2.968458 7.114167 -0.65 0.11 -0.07
C -30.737448 -2.771078 6.970174 0.31 0.56 -0.27
C -31.332743 -1.758747 5.960646 -0.39 -0.29 1.55
C -32.682651 -1.204099 6.524886 -0.18 0.41 1.09
O -32.488376 -0.598061 7.842262 -0.45 0.06 0.17
C -33.688733 -0.246842 8.596566 0.53 -0.04 0.62
N -30.354917 -0.640880 5.833646 -0.40 0.96 0.12
H -30.462071 -0.010598 6.615540 0.18 0.01 0.91
H -29.381933 -0.903658 5.767523 0.90 -0.51 0.34
H -30.499778 -0.012540 5.056282 -0.56 0.01 -1.03
H -29.709151 -3.020418 6.708394 -0.06 -0.42 -0.50
H -31.372318 -3.655076 7.030199 0.15 0.06 -0.01
H -30.580334 -2.323899 7.951723 -0.58 0.12 0.08
H -31.440036 -2.212097 4.975224 -0.34 0.16 0.14
H -33.382752 -2.022967 6.690478 0.04 -0.16 -0.65
H -33.124441 -0.405224 5.929311 0.00 -0.35 -0.59
H -34.536826 0.193732 8.072403 0.42 0.07 -0.68
H -33.415432 0.422094 9.412605 0.60 0.63 -0.59
H -34.120654 -1.006198 9.248440 0.20 -1.19 -0.72
C -27.190091 -1.526809 0.484020 -0.49 -0.71 1.68
C -27.707602 -1.360512 1.953600 0.12 -0.99 -0.80
C -28.799928 -2.448084 2.360522 1.15 0.08 -0.07
O -28.191894 -3.703498 2.725606 1.18 1.40 0.39
C -28.980609 -4.530497 3.523643 -1.11 -0.07 0.22
N -26.546727 -1.254453 3.003487 -2.19 1.01 -0.95
H -25.948724 -0.518526 2.655782 0.80 0.43 -0.52
H -27.000595 -0.773469 3.766872 -0.05 -0.14 0.90
H -26.004098 -2.022020 3.372938 0.39 -0.81 -0.45
H -26.220127 -1.047305 0.352225 -0.22 -0.10 -0.20
H -27.954882 -1.120831 -0.178073 0.13 0.27 0.02
H -27.167970 -2.598285 0.285167 0.54 0.05 -0.26
H -28.121298 -0.353054 1.998140 -0.20 -0.27 0.31
H -29.470553 -2.714064 1.543440 0.00 0.71 -0.41
H -29.425295 -2.013843 3.140550 0.04 -0.26 0.42
H -29.760185 -4.959417 2.894049 -0.12 -0.54 0.13
H -29.519341 -4.028987 4.327609 -0.04 0.63 0.05
H -28.406382 -5.278590 4.070197 0.34 -0.17 -0.60
C -24.218708 -6.600517 4.767052 -0.10 -0.80 -1.20
C -25.294360 -5.618951 5.119079 0.97 1.02 1.60
C -26.008053 -6.035618 6.383861 -1.51 1.08 0.14
O -26.905128 -4.953976 6.810010 0.75 -2.13 -1.52
C -27.441631 -5.143067 8.103371 0.14 2.12 0.38
N -24.514487 -4.294646 5.378778 -1.67 -1.64 0.36
H -24.239675 -3.798217 4.543223 0.85 0.76 -1.65
H -25.131228 -3.636238 5.832897 -0.46 0.61 0.96
H -23.708905 -4.500799 5.952040 0.23 0.18 0.16
H -23.400140 -6.713713 5.477852 0.13 0.84 0.08
H -23.912610 -6.259401 3.778092 0.79 -0.45 0.05
H -24.534069 -7.642301 4.709270 -0.63 0.10 -0.35
H -26.022330 -5.400755 4.337701 0.27 -0.05 -0.15
H -25.340947 -6.385167 7.171819 0.29 0.47 0.27
H -26.589362 -6.917756 6.115546 -0.29 -0.13 -0.03
H -28.278137 -4.450900 8.199555 -0.33 -0.14 -0.31
H -26.701422 -4.617201 8.706414 0.08 -0.92 1.08
H -27.802695 -6.123286 8.414666 0.58 -0.23 -0.27
P -30.904700 1.217465 2.486209 0.67 0.96 0.23
F -30.694183 -0.191450 1.667094 -0.62 0.26 -1.25
F -31.799752 0.285318 3.527239 -0.43 0.54 -0.13
F -29.581761 0.723507 3.238134 0.98 0.31 1.62
F -31.064629 2.469104 3.569877 -0.17 -1.28 -1.86
F -29.935743 2.079272 1.473617 -1.57 -0.83 0.70
F -32.238917 1.581582 1.581993 0.97 -0.29 1.04
P -33.311126 -4.160981 3.300609 -4.14 -1.01 0.63
F -33.030291 -5.506414 2.467948 0.76 -0.41 0.28
F -34.514898 -4.931287 4.149355 0.33 0.51 -0.83
F -32.387277 -4.563083 4.505462 2.21 -0.35 0.14
F -33.638640 -2.784126 4.125935 0.01 0.15 -0.94
F -32.180884 -3.415715 2.432553 0.74 0.49 0.17
F -34.428520 -3.802427 2.144707 0.41 0.81 0.30
P -23.773346 -1.671150 -2.291889 1.85 -0.61 -3.96
F -24.559799 -1.848041 -0.903581 0.35 0.21 -0.47
F -25.149537 -1.489529 -3.195278 -0.07 -0.21 0.68
F -23.836720 -0.021100 -2.246892 0.52 -0.02 1.16
F -22.824264 -1.531440 -3.653654 -1.17 0.50 -0.29
F -22.295695 -1.732663 -1.588093 -1.64 -0.17 1.24
F -23.869306 -3.258144 -2.677400 0.16 0.53 1.59
C -27.167740 -6.873623 -2.971639 -0.12 -3.79 2.93
O -28.096210 -6.118328 -2.173377 -0.46 -0.05 0.62
O -27.238883 -8.209817 -2.442763 -0.16 3.09 -1.61
C -27.495766 -6.651209 -4.463832 0.21 -3.02 0.22
F -26.756892 -7.534587 -5.207255 0.46 0.93 0.23
F -28.730315 -6.919244 -4.839262 -1.96 -0.71 0.46
F -27.330010 -5.432423 -4.881119 1.42 2.13 -0.48
C -27.737983 -4.794991 -1.884433 -0.86 0.76 -0.76
C -28.947755 -4.164964 -1.200888 -0.44 -0.10 0.12
H -29.116684 -4.373611 -0.144457 0.62 -0.24 0.35
H -28.985904 -3.079146 -1.288318 0.05 -0.01 -0.24
H -29.825905 -4.620207 -1.658844 -0.12 0.37 -0.40
H -27.628087 -4.317695 -2.858197 0.34 0.61 0.18
H -26.808650 -4.674111 -1.327819 0.20 -0.23 0.14
H -26.182634 -6.474404 -2.730205 0.45 0.40 -0.62
C -23.306649 -3.005965 2.316165 -0.42 1.22 1.87
O -24.161748 -4.109498 2.275962 0.02 -1.73 -0.13
O -23.703369 -2.279261 3.458709 0.73 -1.02 -1.03
C -21.821199 -3.537526 2.414606 0.97 2.35 0.43
F -21.165072 -3.711731 1.244151 -1.18 -1.21 0.04
F -21.014845 -2.622883 3.000754 -0.18 1.23 0.48
F -21.690667 -4.558500 3.250953 -0.42 -1.67 -0.30
C -24.581396 -4.568924 1.011125 -1.49 -0.28 -1.09
C -25.344473 -5.890634 1.088367 -0.11 -0.34 0.14
H -24.827012 -6.698823 1.605239 0.41 0.17 0.17
H -26.330931 -5.821524 1.546866 -0.13 0.39 0.23
H -25.510186 -6.293355 0.089139 0.03 0.22 -0.24
H -23.885310 -4.684730 0.180367 1.10 0.13 0.63
H -25.254786 -3.816355 0.600890 -0.30 0.14 -0.03
H -23.389125 -2.465686 1.373079 0.12 0.35 -0.18
N -26.956503 -1.644753 6.900433 0.51 1.80 3.96
O -25.849293 -2.125600 7.021336 2.99 -2.27 -0.15
O -27.608231 -1.379889 7.897237 -1.60 -0.82 1.52
O -27.284587 -1.162514 5.866185 -2.03 1.20 -5.69
N -26.363137 2.474665 2.853805 -0.78 0.62 1.42
O -25.894241 2.243163 3.982250 0.95 -0.72 1.29
O -26.267664 1.640559 1.971262 0.67 -2.48 -2.13
O -26.983616 3.491991 2.661198 -0.55 1.74 -0.43
```
Forces are in eV/Å.

These are the Mulliken partial charges, in e, on atoms 1 to 99:
1. C -1.182
2. C 1.884
3. C -0.874
4. O -0.313
5. C -0.387
6. N 0.075
7. H 0.455
8. H -0.327
9. H 0.343
10. H 0.381
11. H 0.201
12. H 0.391
13. H -1.148
14. H 0.347
15. H 0.411
16. H 0.375
17. H 0.086
18. H 0.053
19. C -1.338
20. C 0.183
21. C 0.147
22. O -0.508
23. C -0.663
24. N -0.208
25. H 0.304
26. H 0.361
27. H 0.361
28. H 0.279
29. H 0.282
30. H 0.442
31. H 0.326
32. H -0.286
33. H 0.488
34. H 0.305
35. H 0.371
36. H 0.204
37. C -1.238
38. C 0.225
39. C -0.705
40. O -0.382
41. C -0.783
42. N 0.159
43. H 0.530
44. H -0.375
45. H 0.346
46. H 0.565
47. H 0.027
48. H 0.357
49. H 0.400
50. H 0.353
51. H 0.591
52. H 0.338
53. H 0.303
54. H 0.282
55. C -1.121
56. C 0.339
57. C -0.630
58. O -0.336
59. C -0.718
60. N 0.617
61. H 0.371
62. H -0.359
63. H 0.232
64. H 0.475
65. H 0.097
66. H 0.200
67. H 0.462
68. H 0.133
69. H 0.527
70. H 0.258
71. H 0.339
72. H 0.285
73. C -1.185
74. C 1.954
75. C -1.130
76. O -0.398
77. C -0.860
78. N 0.643
79. H 0.552
80. H -0.175
81. H -0.134
82. H -0.123
83. H 0.472
84. H 0.436
85. H -1.049
86. H 0.561
87. H 0.619
88. H 0.307
89. H 0.313
90. H 0.329
91. C 0.005
92. C 0.279
93. C 0.187
94. O 0.740
95. C 0.285
96. N 1.810
97. H 0.567
98. H 0.183
99. H -0.990